This record from the Open Molecules 2025 dataset describes C21H44InO3Pt as an isolated structure at a distorted geometry. The level of theory is ωB97M-V/def2-TZVPD.

Geometry (Å):
C1 0.41903 -2.35605 1.23427
C2 0.09905 -2.69618 2.73617
C3 -1.27838 -3.40780 3.00513
C4 -2.44700 -3.09842 2.00936
C5 -2.72893 -1.59018 1.66768
C6 -2.45577 -0.54414 2.80790
C7 -1.94695 0.80858 2.11517
C8 -3.11437 1.69808 1.54853
C9 -3.73884 1.22992 0.18424
C10 -2.71696 1.01086 -0.98911
C11 -1.56382 2.07550 -1.06663
C12 -0.91621 1.94669 -2.50887
In1 0.94100 0.62481 -2.22956
C13 2.77396 1.96182 -2.04094
C14 2.34694 3.17008 -1.11754
C15 3.66303 3.75483 -0.45003
C16 4.08454 2.97400 0.87692
O1 4.47845 3.63479 1.85688
O2 4.05087 1.60273 0.99656
C17 2.71849 1.29275 1.57064
C18 2.83651 0.15938 2.63744
O3 1.11497 -0.87545 -3.65357
C19 0.84659 -2.12813 -2.97579
C20 0.45237 -3.27598 -3.96185
C21 -0.45695 -2.82046 -5.15578
H1 0.24948 -1.24970 1.10909
H2 -0.25121 -2.84318 0.48969
H3 1.50543 -2.50607 1.00366
H4 0.21913 -1.79266 3.38414
H5 0.90017 -3.40768 3.07833
H6 -1.09523 -4.51492 2.96910
H7 -1.56948 -3.16540 4.06263
H8 -3.38481 -3.51881 2.46774
H9 -2.30118 -3.70070 1.07180
H10 -2.15426 -1.33346 0.73729
H11 -3.81108 -1.51102 1.38594
H12 -3.40767 -0.32719 3.35320
H13 -1.65544 -0.82265 3.52579
H14 -1.45642 1.39125 2.94137
H15 -1.13554 0.58936 1.36872
H16 -2.79819 2.77111 1.45492
H17 -3.93378 1.68964 2.31141
H18 -4.46548 2.02031 -0.13997
H19 -4.33886 0.29441 0.29564
H20 -3.30273 1.12091 -1.94436
H21 -2.25832 -0.00705 -1.02535
H22 -0.73635 1.89936 -0.32548
H23 -1.91698 3.12289 -0.88933
H24 -1.56931 1.39968 -3.22689
H25 -0.56343 2.92215 -2.91299
H26 0.72674 -0.17932 -0.65063
H27 3.13993 2.29157 -3.03984
H28 3.59103 1.41057 -1.49603
H29 1.80581 3.91511 -1.74848
H30 1.60917 2.78417 -0.36757
H31 4.49852 3.70359 -1.20846
H32 3.45233 4.85868 -0.13391
H33 2.31646 2.23771 2.02439
H34 2.05381 0.94331 0.74453
H35 3.11143 0.58015 3.63488
H36 1.81200 -0.28257 2.75644
H37 3.50449 -0.66655 2.31026
H38 -0.03404 -1.94929 -2.29919
H39 1.69828 -2.43602 -2.31929
H40 -0.13803 -4.02908 -3.37002
H41 1.33655 -3.84400 -4.34757
H42 -1.42478 -2.39973 -4.79519
H43 -0.70790 -3.70006 -5.80156
H44 0.09568 -2.09943 -5.79899
Pt1 5.32246 5.18860 0.26293

Calculated values
Lowest unoccupied orbital energy, eV: -8.0967
HOMO level, eV: -10.94
Total charge: +1
Calculated total energy, a.u.: -1361.02956

Results of the Mulliken charge analysis, in e, for atoms 1 through 8: -0.207, -0.584, -0.927, -1.026, 0.611, -0.807, 0.272, -0.841